The following is a DFT calculation (wB97M-V/def2-TZVPD) of a 11-piece molecular cluster, C76H60F48O14S2 overall in a non-equilibrium geometry.

For the orbital gap, the calculation gives 8.08 eV. As for the largest force on an atom: 7.53 eV Å⁻¹. The HOMO energy is -9.07 eV. The charge is 0.

Each line ends with the Löwdin charge.
Positions of all 200 atoms, in Å:
C -26.43038 -4.36883 22.90695  -0.04
C -25.49843 -5.40379 23.62684  -0.46
C -25.99855 -5.53278 25.04104  -0.35
F -26.48448 -4.44835 25.61194  0.11
F -27.03525 -6.39398 25.12472  0.09
F -25.49589 -6.56535 22.95570  0.14
F -24.25334 -4.89925 23.64360  0.13
O -26.01540 -3.77674 21.68566  0.01
C -25.83208 -4.49826 20.50989  -0.53
C -25.83961 -3.40110 19.42771  -0.43
F -25.00164 -2.49447 19.56869  0.20
F -25.64901 -3.96104 18.24377  0.12
F -24.70543 -5.15637 20.59791  0.20
F -26.83351 -5.41129 20.44802  0.15
H -26.57230 -3.48015 23.52194  0.14
H -27.41536 -4.81302 22.76338  0.15
H -25.25795 -5.90417 25.74934  0.17
H -26.76462 -2.82811 19.36326  0.17
C -28.95408 -3.16763 8.58072  0.03
C -29.40095 -3.06451 7.02669  -0.41
C -28.31192 -2.29027 6.32290  -0.36
F -27.99928 -1.16271 6.88331  0.12
F -27.12764 -2.93172 6.08339  0.10
F -29.73813 -4.17798 6.38511  0.14
F -30.65563 -2.48461 6.98295  0.09
O -27.59847 -3.78221 8.74892  0.01
C -26.77769 -3.50261 9.84627  -0.52
C -25.67101 -4.45452 9.77695  -0.35
F -25.14549 -4.48110 8.52696  0.11
F -24.75994 -4.14394 10.65352  0.15
F -26.38044 -2.19763 9.79283  0.14
F -27.49687 -3.64625 10.98604  0.14
H -29.70960 -3.79915 9.04813  0.14
H -29.04749 -2.16219 8.99116  0.12
H -28.63925 -2.00276 5.32375  0.16
H -25.99117 -5.49181 9.87509  0.18
C -31.60397 0.44023 24.24417  0.01
C -32.64463 0.99637 25.35226  -0.52
C -33.97768 1.06725 24.63025  -0.38
F -34.60394 0.03333 24.01949  0.10
F -34.73838 1.62098 25.52027  0.12
F -32.92034 0.13910 26.34133  0.14
F -32.38213 2.09268 25.92046  0.22
O -31.74186 1.12835 22.94230  0.00
C -30.58877 1.18089 22.11818  -0.55
C -30.98405 1.62875 20.72401  -0.28
F -29.93041 1.65233 19.90903  0.11
F -31.96994 0.88406 20.12812  0.08
F -29.82955 2.07214 22.65924  0.19
F -29.85239 0.02974 22.03626  0.13
H -31.82394 -0.59979 24.00318  0.13
H -30.56856 0.40008 24.58241  0.13
H -34.05546 1.88479 23.91353  0.17
H -31.45659 2.60980 20.67574  0.15
C -23.66241 -1.89823 13.11009  -0.02
C -23.87806 -1.82341 14.65835  -0.46
C -22.83761 -2.66209 15.43815  -0.31
F -22.87044 -2.79672 16.77448  0.11
F -22.66157 -3.82125 14.76903  0.08
F -23.91881 -0.51446 14.91120  0.13
F -25.06864 -2.23615 15.07781  0.14
O -22.53505 -1.05530 12.67040  0.00
C -22.59008 -0.64213 11.28455  -0.41
C -21.21202 0.13582 11.03133  -0.22
F -19.96601 -0.42826 11.16326  0.08
F -21.16237 0.78561 9.81874  0.06
F -22.87291 -1.71921 10.45770  0.11
F -23.66017 0.18617 11.14076  0.13
H -24.59765 -1.50013 12.71647  0.12
H -23.56543 -2.95210 12.84920  0.13
H -21.87170 -2.19012 15.25826  0.16
H -21.20767 0.97169 11.73089  0.16
C -33.22743 4.95857 11.36669  0.00
C -31.68890 4.92816 11.62836  -0.39
C -31.30365 3.99620 12.83978  -0.29
F -29.99054 4.07358 13.13348  0.10
F -31.99146 4.52986 13.85716  0.08
F -31.04152 4.36514 10.54963  0.06
F -31.07004 6.14536 11.56168  0.11
O -33.74444 3.57407 11.47260  0.01
C -35.02488 3.42739 12.04875  -0.64
C -35.27944 1.92146 12.06301  -0.25
F -34.34983 1.33078 12.87516  0.08
F -36.57715 1.69993 12.41299  0.10
F -35.07038 3.96378 13.21962  0.21
F -35.96877 4.00661 11.37750  0.20
H -33.26175 5.20994 10.30662  0.14
H -33.66247 5.74310 11.98582  0.15
H -31.72717 2.99206 12.86109  0.17
H -35.09630 1.48305 11.08201  0.17
C -29.45614 3.87921 6.48517  -0.02
C -28.36207 4.86758 6.21893  -0.48
C -28.69412 6.37489 6.53536  -0.33
F -29.14712 7.03536 5.46780  0.11
F -29.39313 6.54638 7.64900  0.11
F -27.37274 4.56039 7.04591  0.12
F -27.76835 4.66493 5.03645  0.15
O -28.91791 2.53693 6.07972  0.01
C -29.86753 1.49507 5.77738  -0.47
C -30.57238 1.02089 7.06024  -0.31
F -29.79233 0.13629 7.75604  0.07
F -31.10155 1.88630 7.87636  0.16
F -30.63651 1.97401 4.80766  0.16
F -29.13193 0.54484 5.11313  0.14
H -30.36737 4.07714 5.92073  0.14
H -29.94479 3.85755 7.45925  0.13
H -27.76731 6.84276 6.86735  0.17
H -31.37880 0.42532 6.63237  0.17
C -25.02672 4.51236 21.84073  -0.26
S -26.56422 3.54730 21.60567  0.84
O -26.77181 3.41957 20.10172  -0.58
C -25.82681 1.94120 22.03979  -0.25
H -25.12915 5.59533 21.77164  0.05
H -24.29755 4.14531 21.11844  0.06
H -24.85962 4.49921 22.91777  0.05
H -26.40459 1.20498 21.48100  0.05
H -25.80246 1.70064 23.10264  0.06
H -24.84529 1.92848 21.56591  0.05
C -29.88620 4.66304 18.03406  -0.29
S -31.29256 5.56607 18.69197  0.89
O -31.55363 5.04271 20.14484  -0.58
C -30.47713 7.25295 18.71610  -0.22
H -29.53512 4.86699 17.02250  0.04
H -30.21022 3.63203 17.89221  0.04
H -29.04462 4.51985 18.71181  0.05
H -29.71623 7.50161 17.97631  0.04
H -30.35822 7.71453 19.69636  0.05
H -31.44450 7.65596 18.41628  0.01
C -35.12882 -1.43195 19.95288  -0.07
C -34.27632 -2.24818 20.67389  -0.05
C -33.09810 -2.61943 20.00321  -0.01
C -32.84694 -2.17425 18.70540  -0.07
C -33.82050 -1.46760 17.90672  -0.07
C -34.97955 -1.05402 18.59046  0.01
C -33.74167 -1.29491 16.40998  -0.21
O -34.61604 -0.76347 15.70493  0.07
C -32.37727 -1.73746 15.77036  -0.07
C -32.24438 -1.48499 14.40401  -0.01
C -31.03263 -1.77648 13.81123  -0.04
C -29.97982 -2.28145 14.59573  -0.05
C -30.18074 -2.50828 15.95067  0.00
C -31.39867 -2.23408 16.56554  -0.12
C -31.52990 -2.38825 17.97946  -0.29
O -30.57868 -2.73592 18.66317  0.09
H -36.04687 -0.97042 20.28541  0.10
H -34.38849 -2.30116 21.74674  0.10
H -32.30685 -2.95063 20.65944  0.12
H -35.79390 -0.54287 18.09858  0.11
H -33.05635 -0.96259 13.92007  0.11
H -31.07980 -1.75882 12.73240  0.10
H -29.06032 -2.61114 14.13506  0.10
H -29.25261 -2.72314 16.45940  0.11
C -26.36351 7.82196 15.77244  -0.07
C -27.27839 6.75255 15.54571  0.00
C -28.64935 7.03029 15.14911  0.01
C -29.00359 8.34516 14.98694  -0.12
C -28.04716 9.34678 15.15744  -0.06
C -26.75375 9.06884 15.57652  -0.04
C -28.42139 10.80588 14.80571  -0.22
O -27.62749 11.77366 14.86215  0.06
C -29.77451 11.08180 14.21131  -0.11
C -30.02453 12.38947 13.71153  0.02
C -31.27267 12.59854 13.03881  -0.04
C -32.18712 11.52751 12.87799  -0.09
C -31.95532 10.24504 13.32484  0.01
C -30.70414 10.05381 14.08367  -0.04
C -30.42534 8.68919 14.75997  -0.35
O -31.33258 8.08875 15.09995  0.18
H -25.34374 7.50215 15.92790  0.11
H -26.99032 5.74901 15.82192  0.07
H -29.35077 6.23035 14.96336  0.11
H -26.02571 9.84422 15.76398  0.13
H -29.40237 13.25750 13.87227  0.11
H -31.48725 13.50162 12.48672  0.10
H -33.05820 11.60531 12.24430  0.10
H -32.64561 9.41931 13.23493  0.11
C -27.89663 0.18381 17.23270  -0.01
C -27.76141 1.54968 17.44411  -0.06
C -27.60358 2.45553 16.35534  0.03
C -27.31583 2.03680 15.02953  -0.09
C -27.42861 0.67178 14.76528  -0.06
C -27.74929 -0.22478 15.83664  0.03
C -27.19743 0.05820 13.41254  -0.31
O -27.04903 -1.09959 13.18804  0.11
C -27.31844 1.03281 12.31155  -0.11
C -27.65629 0.54137 11.08544  -0.02
C -27.74446 1.36246 9.98012  -0.02
C -27.69126 2.76099 10.23483  -0.02
C -27.55555 3.30201 11.54007  0.01
C -27.21461 2.39536 12.56683  -0.06
C -26.94874 2.99010 13.97304  -0.26
O -26.68222 4.15244 14.19243  0.10
H -28.05063 -0.55312 18.00705  0.10
H -27.94153 1.94769 18.43180  0.07
H -27.45874 3.46312 16.71614  0.10
H -27.70647 -1.29826 15.72615  0.08
H -27.65483 -0.52286 10.90156  0.10
H -27.99946 0.97971 9.00294  0.09
H -27.84237 3.36381 9.35156  0.08
H -27.54108 4.37624 11.65060  0.12

=====

The following is a DFT calculation (wB97M-V/def2-TZVPD) of C76H64CuN3P3Si as an isolated structure in a non-equilibrium geometry.

For the orbital gap (alpha / beta), the calculation gives 5.74 / 5.54 eV. Its expectation value of S² is 1.0341. As for the largest force on an atom: 1.20 eV Å⁻¹. The HOMO energy (alpha / beta) is -6.13 / -6.04 eV. The charge is 0. The multiplicity is 2.

Each line ends with the Löwdin charge.
Positions of all 148 atoms, in Å:
Cu -0.48334 -0.06443 0.75147  0.09
C -5.40070 -1.89054 2.47570  -0.07
C -4.57882 -1.93885 1.36181  -0.07
C -3.21737 -1.70679 1.49370  -0.11
C -2.66492 -1.45248 2.74674  -0.36
C -3.49384 -1.42650 3.86397  -0.08
C -4.85522 -1.63121 3.72497  -0.07
P -0.84209 -1.27828 2.83423  1.10
C -0.50615 -2.86887 3.67162  -0.35
C -1.26659 -3.99718 3.37452  -0.08
C -0.93541 -5.22738 3.92069  -0.08
C 0.16051 -5.34929 4.76108  -0.09
C 0.93495 -4.23324 5.04564  -0.08
C 0.61599 -3.00550 4.49075  -0.11
C -0.55650 -0.04765 4.16131  -0.36
C -0.79627 -0.36427 5.50054  -0.11
C -0.68285 0.60156 6.48649  -0.07
C -0.37446 1.90622 6.13494  -0.06
C -0.12605 2.21838 4.80782  -0.11
C -0.16237 1.25056 3.80265  -0.28
Si 0.37393 1.71769 2.00706  0.75
C -0.34585 3.42350 1.61492  -0.26
C -0.01026 4.68938 2.09859  -0.09
C -0.69129 5.81357 1.65933  -0.09
C -1.71906 5.69564 0.72907  -0.07
C -2.06557 4.44851 0.23901  -0.07
C -1.37721 3.32317 0.67945  -0.34
P -1.71225 1.63095 -0.05819  0.88
C -2.35091 0.62245 -1.41389  -0.22
C -1.63871 1.41643 -3.80415  -0.19
C -2.29638 0.33035 -4.60585  -0.08
C -3.28986 -0.48200 -4.19373  -0.13
C -3.91935 -0.59334 -2.91069  -0.09
C -3.53713 -0.05232 -1.70242  -0.12
C -3.32354 1.68984 0.96186  -0.27
C -4.50851 2.06156 0.32365  -0.11
C -5.64873 2.37193 1.05171  -0.08
C -5.62758 2.32229 2.43538  -0.09
C -4.45033 1.97987 3.08472  -0.08
C -3.31067 1.69265 2.35288  -0.09
C 2.30079 1.87187 2.24397  -0.24
C 2.65616 2.57883 3.39851  -0.11
C 3.96657 2.75079 3.80638  -0.07
C 4.98847 2.17870 3.07359  -0.08
C 4.68211 1.48217 1.91902  -0.09
C 3.36664 1.35625 1.46571  -0.39
P 3.06994 0.62336 -0.19306  1.12
C 4.63758 -0.31015 -0.54166  -0.37
C 4.61743 -1.70243 -0.47950  -0.10
C 5.75521 -2.44825 -0.75925  -0.09
C 6.93447 -1.81327 -1.11189  -0.09
C 6.96618 -0.42716 -1.18831  -0.07
C 5.83045 0.31693 -0.91150  -0.11
C 3.50795 2.07775 -1.22897  -0.40
C 3.79476 3.34533 -0.73729  -0.08
C 4.15284 4.36672 -1.61067  -0.08
C 4.20186 4.13866 -2.97472  -0.09
C 3.91324 2.87429 -3.47429  -0.08
C 3.57505 1.85330 -2.60590  -0.12
H -6.46563 -2.05335 2.37090  0.10
H -4.99843 -2.15476 0.38722  0.10
H -2.57368 -1.71430 0.61928  0.08
H -3.07906 -1.22694 4.84310  0.10
H -5.49764 -1.58683 4.59576  0.11
H -2.12270 -3.91165 2.71737  0.11
H -1.53191 -6.09847 3.67974  0.11
H 0.41268 -6.30999 5.19157  0.10
H 1.79800 -4.32449 5.69362  0.10
H 1.23225 -2.13823 4.69788  0.11
H -1.06244 -1.37636 5.77653  0.10
H -0.84749 0.33675 7.52346  0.11
H -0.32210 2.67855 6.89217  0.11
H 0.08358 3.24967 4.54750  0.09
H 0.79946 4.81455 2.81120  0.09
H -0.42217 6.79106 2.04076  0.10
H -2.24712 6.57889 0.39098  0.10
H -2.85972 4.33274 -0.49164  0.11
H -0.67626 1.66832 -4.27380  0.15
H -1.95737 0.23555 -5.63286  0.11
H -3.69342 -1.15646 -4.94565  0.10
H -4.82823 -1.18693 -2.90597  0.09
H -4.21521 -0.20290 -0.86977  0.08
H -4.52864 2.11662 -0.75880  0.09
H -6.55340 2.66504 0.53194  0.10
H -6.51381 2.57269 3.00527  0.10
H -4.41297 1.94142 4.16737  0.11
H -2.38986 1.46860 2.86840  0.07
H 1.87605 2.99190 4.02408  0.06
H 4.18740 3.31858 4.70165  0.11
H 6.01984 2.28604 3.38500  0.10
H 5.48887 1.04847 1.34669  0.09
H 3.70463 -2.21566 -0.20969  0.07
H 5.71392 -3.52928 -0.70240  0.10
H 7.82312 -2.39148 -1.33037  0.10
H 7.88155 0.08015 -1.46690  0.10
H 5.87299 1.39597 -0.98725  0.11
H 3.75134 3.54070 0.32726  0.10
H 4.38425 5.34958 -1.21849  0.10
H 4.46806 4.93943 -3.65283  0.10
H 3.95477 2.68775 -4.54084  0.10
H 3.37794 0.85579 -2.98434  0.10
C 3.29924 -2.78685 -3.91455  -0.04
C 1.97963 -2.84017 -4.63488  -0.21
C 1.90046 -3.20365 -5.97318  -0.05
C 0.68367 -3.26175 -6.63581  -0.09
C -0.48432 -2.97446 -5.94762  -0.08
C -0.43082 -2.61141 -4.61275  -0.04
C 0.79544 -2.52211 -3.95993  -0.20
N 0.87052 -2.16295 -2.59795  0.15
C 0.07986 -1.25258 -1.90901  -0.36
N -0.31493 -0.19649 -2.62943  0.20
C -1.25188 0.93244 -2.38449  -0.38
C -0.65469 2.00593 -1.52085  -0.18
C -0.10781 3.24328 -1.90690  -0.10
C -0.51266 4.04064 -2.94125  -0.08
C -1.79034 3.87714 -3.58936  -0.07
C -2.43071 2.71441 -3.80099  -0.22
C -3.88358 2.69311 -4.17282  -0.04
N -0.08832 -1.43894 -0.62596  0.05
C 0.30173 -2.71403 -0.12340  -0.28
C 1.35760 -2.81234 0.78461  -0.08
C 1.78426 -4.04189 1.25672  -0.09
C 1.12936 -5.19769 0.86479  -0.09
C 0.04226 -5.10285 0.01346  -0.05
C -0.38427 -3.88142 -0.49927  -0.21
C -1.56964 -3.82933 -1.42396  -0.02
H 4.10925 -3.07781 -4.58085  0.08
H 3.30987 -3.46515 -3.05702  0.08
H 3.50810 -1.78326 -3.53421  0.07
H 2.81338 -3.44642 -6.50381  0.11
H 0.64926 -3.52365 -7.68524  0.10
H -1.44563 -3.04416 -6.44073  0.11
H -1.33958 -2.39589 -4.07177  0.09
H 1.50996 -2.69155 -2.02558  0.13
H -0.00140 -0.23959 -3.58774  0.13
H 0.60263 3.67483 -1.20742  0.11
H -0.01001 4.99272 -3.07399  0.10
H -2.31802 4.80472 -3.80337  0.11
H -4.29646 3.70068 -4.12049  0.08
H -4.44241 2.05677 -3.48242  0.07
H -4.04280 2.29797 -5.17802  0.08
H 1.85781 -1.90726 1.09938  0.08
H 2.62093 -4.09019 1.94133  0.11
H 1.44486 -6.15894 1.24864  0.10
H -0.49622 -5.99998 -0.27176  0.11
H -2.27353 -4.62698 -1.18599  0.09
H -1.26091 -3.95818 -2.46322  0.07
H -2.08752 -2.87154 -1.34558  0.07